A cluster of 2 separate species, C28H47FNO7S3 in total at a distorted geometry. Source: OMol25; level of theory: ωB97M-V/def2-TZVPD.

```
87
Properties=species:S:1:pos:R:3:lowdin_charge:R:1
S 1.7943 -2.2346 1.2005 0.61
S -0.3061 -1.3687 -0.8281 0.79
S -1.9283 -0.4018 -4.1220 0.80
F 5.3168 5.9388 4.1444 0.08
O -4.9117 3.3859 -5.7904 -0.12
O 3.3691 5.0148 4.7508 0.13
O 1.9403 3.6065 5.8393 0.14
O 4.0611 3.9525 6.6223 0.07
O -4.1447 0.3306 -5.7995 -0.13
O -5.2458 3.4214 -3.3907 -0.27
O -2.2952 1.6214 -7.0046 -0.04
N -0.8289 -2.5445 1.9249 -0.23
C 2.3457 2.5170 2.1882 -0.23
C -1.8250 -1.5320 2.4024 -0.19
C -1.1504 0.2955 -0.7529 -0.47
C 1.2104 -4.3166 -2.3741 -0.21
C 3.0309 4.1442 5.7429 -0.51
C -1.3794 -3.9248 1.7241 -0.21
C 4.0957 -2.4544 -3.6922 -0.16
C -0.6787 -5.0976 -0.5352 -0.21
C 0.1017 -2.0693 0.8523 -0.89
C 0.2047 1.0657 3.1765 -0.18
C 0.1010 -0.3689 4.0143 -0.21
C -2.7840 -0.0105 -0.9402 -0.27
C 2.5483 -2.0591 -3.2436 -0.26
C 1.5257 3.7975 1.5759 -0.25
C 1.5094 1.1078 2.1860 -0.24
C -3.1263 2.0534 -4.4455 -0.13
C -1.9015 -4.2877 0.2173 -0.20
C -3.5305 1.0340 -1.9581 -0.16
C 0.9780 3.3830 0.0874 -0.15
C -4.4782 3.0094 -4.5781 -0.42
C 1.4419 -3.2365 -3.6091 -0.21
C -0.3975 -4.6291 -2.0815 -0.22
C -3.3407 0.6872 -3.5491 -0.60
C -3.0746 1.3495 -5.9290 -0.29
C 5.1747 4.6405 6.0889 -0.08
C -4.6150 0.0564 -4.4014 -0.13
C 4.5343 5.6608 5.2112 -0.33
C -1.3795 -1.0692 3.9469 -0.18
H 0.3063 -0.0682 5.1512 0.11
H -0.9657 0.8534 0.2855 0.06
H 0.4337 -2.7399 -3.9609 0.09
H -2.3320 -3.3843 -0.3952 0.09
H -0.7829 1.1759 2.5576 0.09
H -1.8922 -0.5379 1.7928 0.09
H -4.4688 -1.1066 -4.1791 0.13
H 2.7482 2.6713 3.2884 0.10
H -0.7579 0.1586 -3.5864 -0.09
H -1.4631 -1.9459 4.7223 0.11
H -0.1644 3.0691 0.1263 0.07
H -2.7942 -5.0740 0.3130 0.11
H 1.6157 2.4735 -0.3468 0.09
H 0.6948 4.0785 2.3531 0.11
H -2.1572 -0.2374 4.3053 0.12
H -3.2379 2.1515 -1.6690 0.13
H -2.9347 -1.9293 2.5214 0.13
H -2.8403 -1.0814 -1.4654 0.07
H 0.3052 -4.8605 0.0942 0.09
H -1.0249 -3.6733 -2.4165 0.09
H 2.2629 0.2772 2.5957 0.09
H -0.8044 1.0370 -1.5919 0.08
H 1.1935 0.7537 1.0952 0.08
H 4.2620 6.5884 5.7259 0.18
H 3.2962 2.3552 1.4965 0.12
H -0.6587 -4.8071 2.0629 0.13
H 5.7737 5.0928 6.8839 0.14
H -3.3322 -0.1565 0.1010 0.11
H 2.5779 -1.9125 -2.0806 0.07
H -0.8894 -6.2705 -0.4766 0.12
H -2.2002 2.6574 -4.0573 0.16
H 2.3068 4.6863 1.4362 0.11
H 4.1661 -2.8660 -4.7980 0.07
H 4.8102 -1.4996 -3.6406 0.07
H -4.6982 0.9459 -1.7274 0.13
H -5.6734 0.4906 -4.1008 0.16
H 1.7985 -3.9673 -1.4206 0.08
H 5.8032 3.9372 5.5323 0.15
H 0.9959 -1.1072 3.7382 0.08
H -2.3302 -4.0227 2.4405 0.13
H 1.0954 4.2594 -0.6841 0.08
H -0.7226 -5.5147 -2.7891 0.11
H 4.5761 -3.2500 -2.9604 0.07
H 0.3065 1.9990 3.9116 0.12
H 1.8773 -3.8137 -4.5547 0.11
H 1.7093 -5.3304 -2.7506 0.11
H 2.2480 -1.0234 -3.7500 0.11
```

As for the multiplicity: 1. For the orbital gap, the calculation gives 5.46 eV. The HOMO energy is -4.6877 eV. The charge is -1.

***

A cluster of 5 separate species, C28H47IN3O10 in total at a distorted geometry. Source: OMol25; level of theory: ωB97M-V/def2-TZVPD.

```
89
Properties=species:S:1:pos:R:3:lowdin_charge:R:1
I 0.7431 3.1124 4.2863 0.96
O -3.9189 5.9612 3.4334 0.12
O -2.0535 2.4680 2.7667 -0.20
O 3.4925 3.6989 -4.1443 0.00
O 0.8587 -6.2182 -0.7915 0.02
O -2.9089 -10.0515 -5.0135 0.02
O -3.9907 4.9171 5.4211 -0.01
O 0.7052 -8.2064 -1.8048 0.12
O -2.2444 -11.8476 -6.1718 0.13
O 0.4976 -0.8106 0.6431 0.05
O 1.3992 4.4437 -3.9759 0.11
N -0.2997 2.0434 -0.8857 0.02
N 0.0218 -2.8969 1.8886 0.21
N -0.6147 1.0744 1.6165 0.07
C 0.9135 -7.5729 -0.8154 -0.48
C -2.3489 -8.7816 -4.6389 -0.16
C 1.5451 3.5473 -0.3731 -0.16
C -4.2653 5.9513 4.5772 -0.47
C -4.6366 5.1466 6.6950 -0.14
C -0.6720 -10.0361 -5.7412 -0.07
C 2.5066 4.5817 -4.4107 -0.50
C 4.3489 5.1258 -5.8059 -0.14
C -5.0759 7.0066 5.2992 -0.07
C 1.2522 -5.7273 0.5031 -0.17
C 0.3487 2.2100 1.3807 -0.26
C -2.0399 1.5396 1.7787 -0.18
C -1.9911 -10.7861 -5.6914 -0.49
C 1.2960 -8.0948 0.5567 -0.07
C 1.0251 -6.8907 1.4590 -0.15
C 4.7432 4.1610 -4.6944 -0.14
C -0.6569 0.0540 0.5271 -0.20
C 3.4934 0.7404 2.0095 -0.06
C -4.8621 6.6494 6.7681 -0.15
C 0.2375 -1.8969 1.3031 -0.30
C 3.0416 5.7108 -5.2666 -0.07
C 2.1464 0.9116 2.7210 -0.29
C -0.8412 -8.9898 -4.6401 -0.16
C -3.3757 2.8500 3.1374 -0.03
C 2.9047 3.3517 -1.0262 -0.07
C 1.4613 2.2585 2.4245 -0.63
C 0.8940 2.1977 -0.0386 -0.29
C -0.7132 0.6443 -0.8654 -0.11
H 4.2910 0.9632 2.7008 0.08
H -1.6985 0.5285 -1.2950 0.14
H -5.6885 6.9245 7.4188 0.12
H -0.0406 0.0423 -1.4725 0.14
H 3.6395 3.0446 -0.2891 0.07
H 3.6018 1.3796 1.1458 0.05
H -6.1194 6.9026 4.9990 0.14
H 3.2118 6.5779 -4.6270 0.13
H -3.7720 3.6534 2.5334 0.09
H 0.1573 -10.7123 -5.5584 0.12
H -0.2817 -8.0720 -4.8050 0.12
H 2.8434 2.6054 -1.7996 0.08
H 4.1527 4.5717 -6.7240 0.12
H -3.9878 4.7795 7.4856 0.13
H -3.3649 3.1715 4.1616 0.08
H 3.2625 4.2805 -1.4387 0.08
H 2.3034 -5.4309 0.4550 0.13
H 0.9070 4.0366 -1.0948 0.11
H 1.6538 -6.8454 2.3454 0.12
H -0.0893 2.3279 -1.8326 0.13
H -2.6172 0.6582 2.0694 0.15
H -1.5315 -0.5599 0.6666 0.16
H 5.3079 3.3048 -5.0529 0.13
H -0.5244 -9.4037 -3.6849 0.10
H -2.4179 1.8801 0.8165 0.16
H -2.7357 -8.5009 -3.6621 0.12
H 2.3517 -8.3676 0.5392 0.13
H 2.3339 5.9651 -6.0494 0.13
H -3.9628 7.1410 7.1400 0.12
H -0.0155 -6.9022 1.7849 0.12
H 3.6390 -0.2852 1.7024 0.08
H 5.3089 4.6513 -3.8994 0.13
H -2.6678 -8.0363 -5.3720 0.12
H -0.2245 3.1204 1.4403 0.14
H -4.0569 2.0036 3.0862 0.10
H 1.5149 0.0544 2.5174 0.08
H -4.7178 7.9994 5.0459 0.13
H 2.2189 2.9473 2.1079 0.07
H 0.6506 -4.8598 0.7527 0.07
H 1.5901 1.3728 -0.1973 0.15
H -0.5699 -9.5845 -6.7291 0.13
H 0.6965 -8.9620 0.8152 0.13
H 5.1150 5.8674 -6.0187 0.12
H -5.5713 4.5835 6.7117 0.13
H -0.3950 0.5744 2.4818 0.18
H 2.3443 0.8767 3.7776 0.06
H 1.5885 4.1822 0.5013 0.11
```

As for the multiplicity: 1. For the orbital gap, the calculation gives 8.45 eV. The HOMO energy is -10.8345 eV. The charge is +1.

***

Number 1: electronic energy -2970.5066 hartree. Number 2: electronic energy -2309.2114 hartree.